No. 1
53
Properties=species:S:1:pos:R:3 method="wB97M-V/def2-TZVPD" e_lumo_ev=-0.366 homo_ev=-8.47 e_above_lowest_kj_mol=1978.5 charge=0 molar_mass_g_mol=368.50 gap_ha=0.2977 total_energy_ev=-41105.9708
C 0.955 -5.676 0.209
H 2.004 -5.362 -0.231
H 0.821 -6.633 0.132
H 1.001 -5.234 1.164
C 0.190 -5.021 -0.702
C 0.110 -5.641 -2.080
H -0.719 -5.257 -2.608
H 0.066 -6.669 -2.300
H 1.118 -5.357 -2.673
H -0.995 -5.299 -0.323
C -0.036 -3.623 -0.856
N -0.066 -3.121 0.475
S 0.750 -1.486 1.005
O 0.120 -1.212 2.252
O 2.040 -1.563 0.488
C -0.385 -0.499 -0.044
C -1.514 0.063 0.396
C -2.273 0.877 -0.480
C -1.712 1.489 -1.869
C -0.542 0.848 -2.096
C 0.333 -0.032 -1.387
H 1.076 -0.507 -1.567
H -0.094 1.223 -3.106
C -2.488 2.396 -2.455
H -2.137 2.366 -3.885
H -3.420 2.598 -2.314
C -1.586 3.855 -1.979
C -1.777 3.976 -0.740
O -2.673 4.287 0.138
N -0.591 3.504 0.040
H 0.129 3.063 -0.714
C -0.250 3.295 1.319
H -0.973 4.109 1.890
C 1.236 3.382 1.768
H 1.525 4.380 1.501
C 1.303 3.024 3.003
H 2.386 3.685 3.406
H 0.387 3.048 3.937
C 1.918 1.535 2.965
H 0.987 0.718 2.950
C 2.520 1.647 1.775
H 3.425 1.797 1.757
O 1.837 2.381 0.877
H 2.686 0.570 1.237
H 2.691 1.175 3.666
H -0.711 2.480 1.745
H -2.278 4.731 -2.410
H -0.643 4.038 -2.363
H -3.202 1.337 -0.404
H -2.046 -0.452 1.147
H -1.026 -3.100 0.924
H -0.600 -3.071 -1.494
H 1.120 -3.064 -1.091

No. 2
52
Properties=species:S:1:pos:R:3 method="wB97M-V/def2-TZVPD" e_lumo_ev=0.595 homo_ev=-8.60 e_above_lowest_kj_mol=80.5 charge=0 molar_mass_g_mol=332.45 gap_ha=0.3379 total_energy_ev=-29176.5816
O -1.356 -3.380 0.395
C -1.076 -2.224 0.644
N -0.010 -1.925 1.466
C 0.689 -0.663 1.510
C 1.379 -0.311 0.169
C 2.565 -1.189 -0.166
C 3.167 -2.094 0.698
C 4.262 -2.824 0.258
C 4.723 -2.617 -1.031
N 4.166 -1.750 -1.861
C 3.123 -1.066 -1.439
N 1.809 1.074 0.050
C 2.752 1.523 1.057
C 3.345 2.854 0.590
O 2.338 3.819 0.394
C 1.401 3.371 -0.556
C 0.756 2.053 -0.120
N -1.770 -1.159 0.156
C -3.018 -1.344 -0.556
C -3.090 -0.394 -1.755
C -3.276 1.059 -1.323
C -4.515 1.205 -0.446
C -4.410 0.303 0.780
C -4.235 -1.154 0.359
H 0.552 -2.745 1.642
H -0.021 0.133 1.760
H 1.417 -0.704 2.322
H 0.633 -0.467 -0.623
H 2.808 -2.241 1.706
H 4.744 -3.537 0.909
H 5.572 -3.162 -1.420
H 2.699 -0.367 -2.147
H 3.547 0.783 1.159
H 2.269 1.676 2.038
H 4.020 3.264 1.343
H 3.895 2.690 -0.348
H 0.652 4.160 -0.645
H 1.896 3.221 -1.527
H 0.069 1.710 -0.897
H 0.190 2.233 0.812
H -1.630 -0.255 0.574
H -2.995 -2.381 -0.907
H -3.934 -0.692 -2.379
H -2.180 -0.496 -2.350
H -3.371 1.691 -2.209
H -2.397 1.403 -0.772
H -4.632 2.245 -0.136
H -5.400 0.926 -1.023
H -5.311 0.399 1.390
H -3.565 0.620 1.397
H -4.120 -1.792 1.237
H -5.125 -1.482 -0.180

No. 3
55
Properties=species:S:1:pos:R:3 method="wB97M-V/def2-TZVPD" e_lumo_ev="-6.452 / -6.746" homo_ev="-12.38 / -11.32" e_above_lowest_kj_mol=434.0 charge=+2 molar_mass_g_mol=550.73 gap_ha="0.2179 / 0.1682" multiplicity=6 total_energy_ev=-67313.5168
Sm 0.059 1.108 0.107
P 2.409 -0.984 0.316
C 2.277 -1.372 -1.436
C 1.013 -1.445 -2.120
N -0.168 -0.822 -1.703
C -1.328 -1.274 -2.251
C -1.341 -2.271 -3.214
C -0.148 -2.808 -3.726
C 1.035 -2.322 -3.217
C -2.651 -0.734 -1.771
P -2.566 0.904 -0.924
H 2.012 -2.674 -3.536
H -2.278 -2.651 -3.597
H -0.117 -3.588 -4.491
H -3.392 -0.618 -2.573
H -3.128 -1.398 -1.034
H 2.576 0.965 -2.069
H 3.213 -1.248 -2.033
H 0.600 3.988 -0.747
O 2.148 1.647 -1.548
H 2.089 2.287 -2.282
H -0.303 2.696 1.999
O -0.253 3.610 -0.952
H -0.769 3.921 -0.165
C -2.786 2.038 -2.345
H -3.753 1.838 -2.831
H -2.772 3.088 -2.002
H -1.981 1.904 -3.071
C -4.178 1.046 -0.103
H -4.128 1.848 0.646
H -4.977 1.279 -0.818
H -4.412 0.108 0.414
C 2.456 -2.790 0.610
H 3.454 -3.181 0.441
H 2.112 -2.980 1.630
H 1.769 -3.271 -0.102
C 4.166 -0.456 0.583
H 4.285 -0.162 1.639
H 4.875 -1.267 0.380
H 4.432 0.420 -0.023
O 0.282 3.486 4.482
C 0.047 2.267 5.037
C 0.055 2.199 6.420
C -0.157 0.956 7.011
C -0.365 -0.234 6.287
C -0.395 -0.183 4.895
C -0.237 1.080 4.280
C -0.155 1.093 2.889
O -0.489 0.153 2.077
O 0.567 2.142 2.194
H 0.381 3.388 3.517
H 0.227 3.147 6.956
H -0.151 0.940 8.093
H -0.518 -1.191 6.792
H -0.536 -1.050 4.245

No. 4
63
Properties=species:S:1:pos:R:3 method="wB97M-V/def2-TZVPD" e_lumo_ev="-3.348 / -10.453" homo_ev="-12.46 / -12.46" charge=+1 molar_mass_g_mol=532.47 gap_ha="0.3348 / 0.0737" multiplicity=2 total_energy_ev=-62701.5503
C 9.303 -2.583 -2.428
C 8.013 -2.492 -1.665
C 7.598 -1.119 -1.328
O 6.235 -1.036 -1.516
C 5.866 -1.998 -2.251
O 4.688 -2.066 -2.728
O 6.918 -2.763 -2.493
H 9.579 -3.556 -2.836
H 10.171 -2.119 -1.960
H 9.225 -2.108 -3.406
H 7.934 -3.048 -0.731
H 8.156 -0.258 -1.695
H 7.744 -0.860 -0.279
C -5.262 -1.511 3.295
C -5.178 -1.802 1.799
C -4.876 -0.502 1.090
O -3.583 -0.678 0.448
C -3.149 -1.892 0.687
O -2.030 -2.359 0.294
O -4.077 -2.565 1.554
H -5.458 -2.438 3.834
H -6.060 -0.776 3.186
H -4.408 -0.983 3.718
H -6.149 -2.197 1.499
H -4.957 0.374 1.733
H -5.507 -0.393 0.208
C 1.506 -1.895 -1.274
C 1.641 -0.554 -1.923
C 0.634 -0.029 -2.931
O 0.223 1.224 -2.543
C 0.658 1.449 -1.263
O 0.322 2.363 -0.524
O 1.419 0.400 -0.885
H 2.206 -2.108 -0.466
H 1.998 -2.640 -1.900
H 0.543 -2.238 -0.897
H 2.661 -0.332 -2.237
H -0.208 -0.716 -3.018
H 1.053 0.199 -3.911
C -4.887 2.453 -1.470
C -3.426 2.558 -0.975
C -2.401 3.251 -1.861
O -1.796 4.233 -0.974
C -2.393 4.177 0.216
O -1.972 4.794 1.184
O -3.385 3.276 0.251
H -5.416 1.707 -0.877
H -4.865 2.022 -2.472
H -5.401 3.397 -1.290
H -3.125 1.555 -0.672
H -2.961 3.672 -2.696
H -1.552 2.679 -2.237
C -0.336 1.342 2.809
C -1.744 1.615 3.371
O -2.255 0.678 4.301
S -1.045 -0.410 4.471
O -1.456 -1.595 3.720
O -0.745 -0.629 5.909
O 0.178 0.415 3.806
H 0.238 2.267 2.870
H -0.300 0.816 1.855
H -2.541 1.749 2.640
H -1.803 2.585 3.864

No. 5
48
Properties=species:S:1:pos:R:3 method="wB97M-V/def2-TZVPD" e_lumo_ev=0.731 homo_ev=-9.03 e_above_lowest_kj_mol=12.1 charge=0 molar_mass_g_mol=276.42 gap_ha=0.3585 total_energy_ev=-23216.5903
O 3.518 0.432 -6.380
C 2.666 0.814 -5.625
O 2.627 2.075 -5.170
C 1.532 -0.016 -5.079
C 1.629 -0.159 -3.556
C 2.874 -0.942 -3.141
C 3.056 -1.013 -1.625
C 1.974 -1.836 -0.928
C 2.296 -2.128 0.538
C 2.432 -0.889 1.427
C 1.199 0.016 1.467
C -0.045 -0.678 2.016
C -1.204 0.298 2.197
C -2.458 -0.398 2.740
C -3.571 0.592 2.927
C -3.713 1.278 4.126
C -4.713 2.220 4.288
C -5.585 2.493 3.247
C -5.450 1.817 2.046
C -4.449 0.875 1.889
H 3.370 2.585 -5.529
H 0.598 0.485 -5.337
H 1.562 -0.995 -5.558
H 0.734 -0.671 -3.202
H 1.654 0.836 -3.107
H 2.816 -1.954 -3.548
H 3.754 -0.465 -3.579
H 3.068 0.001 -1.222
H 4.029 -1.465 -1.414
H 1.015 -1.321 -0.993
H 1.870 -2.791 -1.450
H 3.237 -2.682 0.586
H 1.518 -2.777 0.945
H 2.651 -1.225 2.443
H 3.286 -0.299 1.090
H 0.988 0.403 0.469
H 1.430 0.875 2.104
H -0.354 -1.475 1.337
H 0.194 -1.136 2.979
H -1.442 0.766 1.239
H -0.911 1.092 2.887
H -2.766 -1.178 2.040
H -2.218 -0.872 3.694
H -3.036 1.068 4.942
H -4.814 2.743 5.228
H -6.367 3.227 3.372
H -6.128 2.024 1.231
H -4.350 0.349 0.950

No. 6
52
Properties=species:S:1:pos:R:3 method="wB97M-V/def2-TZVPD" e_lumo_ev=0.388 homo_ev=-8.94 e_above_lowest_kj_mol=8.7 charge=0 molar_mass_g_mol=372.55 gap_ha=0.3429 total_energy_ev=-48980.0926
C -6.038 -1.279 -0.953
C -5.034 -0.760 0.070
C -4.290 -1.887 0.788
C -3.334 -2.687 -0.081
H -3.416 -3.755 0.115
H -3.467 -2.514 -1.144
S -1.548 -2.276 0.310
O -1.572 -1.690 1.656
C -1.432 -0.877 -0.908
C -0.232 -0.001 -0.604
C -0.459 0.876 0.621
H -0.940 0.300 1.411
H 0.481 1.280 0.990
S -1.548 2.324 0.221
O -2.418 1.883 -0.881
C -0.226 3.365 -0.559
C 0.432 4.221 0.507
C 1.584 5.046 -0.068
C 2.241 5.914 0.997
H 2.640 5.298 1.800
H 3.058 6.490 0.569
H 1.520 6.608 1.424
H 2.325 4.368 -0.496
H 1.206 5.680 -0.873
H 0.821 3.581 1.304
H -0.312 4.887 0.951
H 0.503 2.724 -1.052
H -0.733 3.974 -1.306
H -0.005 0.634 -1.475
O 0.883 -0.874 -0.393
C 2.105 -0.339 -0.516
O 2.293 0.817 -0.817
C 3.178 -1.323 -0.253
C 4.496 -0.954 -0.509
C 5.522 -1.848 -0.275
C 5.238 -3.111 0.220
C 3.928 -3.480 0.483
C 2.895 -2.592 0.248
H 1.872 -2.866 0.456
H 3.712 -4.463 0.873
H 6.041 -3.810 0.404
H 6.544 -1.563 -0.476
H 4.692 0.036 -0.894
H -1.316 -1.364 -1.875
H -2.330 -0.266 -0.892
H -5.026 -2.558 1.235
H -3.704 -1.463 1.612
H -5.570 -0.178 0.822
H -4.334 -0.080 -0.418
H -6.570 -0.449 -1.412
H -5.545 -1.842 -1.743
H -6.766 -1.931 -0.475

What did the second record say?
52
Properties=species:S:1:pos:R:3 method="wB97M-V/def2-TZVPD" e_lumo_ev=0.595 homo_ev=-8.60 e_above_lowest_kj_mol=80.5 charge=0 molar_mass_g_mol=332.45 gap_ha=0.3379 total_energy_ev=-29176.5816
O -1.356 -3.380 0.395
C -1.076 -2.224 0.644
N -0.010 -1.925 1.466
C 0.689 -0.663 1.510
C 1.379 -0.311 0.169
C 2.565 -1.189 -0.166
C 3.167 -2.094 0.698
C 4.262 -2.824 0.258
C 4.723 -2.617 -1.031
N 4.166 -1.750 -1.861
C 3.123 -1.066 -1.439
N 1.809 1.074 0.050
C 2.752 1.523 1.057
C 3.345 2.854 0.590
O 2.338 3.819 0.394
C 1.401 3.371 -0.556
C 0.756 2.053 -0.120
N -1.770 -1.159 0.156
C -3.018 -1.344 -0.556
C -3.090 -0.394 -1.755
C -3.276 1.059 -1.323
C -4.515 1.205 -0.446
C -4.410 0.303 0.780
C -4.235 -1.154 0.359
H 0.552 -2.745 1.642
H -0.021 0.133 1.760
H 1.417 -0.704 2.322
H 0.633 -0.467 -0.623
H 2.808 -2.241 1.706
H 4.744 -3.537 0.909
H 5.572 -3.162 -1.420
H 2.699 -0.367 -2.147
H 3.547 0.783 1.159
H 2.269 1.676 2.038
H 4.020 3.264 1.343
H 3.895 2.690 -0.348
H 0.652 4.160 -0.645
H 1.896 3.221 -1.527
H 0.069 1.710 -0.897
H 0.190 2.233 0.812
H -1.630 -0.255 0.574
H -2.995 -2.381 -0.907
H -3.934 -0.692 -2.379
H -2.180 -0.496 -2.350
H -3.371 1.691 -2.209
H -2.397 1.403 -0.772
H -4.632 2.245 -0.136
H -5.400 0.926 -1.023
H -5.311 0.399 1.390
H -3.565 0.620 1.397
H -4.120 -1.792 1.237
H -5.125 -1.482 -0.180